1.
{
  "formula": "C9H36N2O9",
  "method": "ωB97M-V/def2-TZVPD",
  "symbols": ["C", "O", "N", "N", "H", "H", "H", "H", "C", "O", "H", "H", "H", "H", "C", "O", "H", "H", "H", "H", "C", "O", "H", "H", "H", "H", "C", "O", "H", "H", "H", "H", "C", "O", "H", "H", "H", "H", "C", "O", "H", "H", "H", "H", "C", "O", "H", "H", "H", "H", "C", "O", "H", "H", "H", "H"],
  "xyz": [[-12.482220, -9.473773, -18.479137], [-13.176015, -10.618077, -18.922378], [-11.347735, -9.488409, -17.820701], [-13.027935, -8.295329, -18.562334], [-10.793726, -10.307224, -17.886025], [-10.956092, -8.615098, -17.393683], [-13.933783, -8.147107, -18.904655], [-12.555863, -7.434970, -18.188669], [-14.410155, -5.274213, -15.996428], [-14.525689, -4.763123, -14.650575], [-13.396737, -5.095125, -16.322130], [-15.079204, -4.786179, -16.706023], [-14.616334, -6.324536, -16.213816], [-14.108308, -3.864094, -14.703907], [-15.158552, -9.924792, -16.381120], [-15.851798, -9.864291, -15.156145], [-15.388491, -10.932081, -16.809002], [-14.125874, -9.934768, -16.095477], [-15.345500, -9.070239, -17.058154], [-16.566570, -9.239153, -15.258128], [-19.316237, -5.013554, -16.174662], [-18.066610, -5.446357, -15.659742], [-19.881125, -5.851521, -16.570091], [-19.279375, -4.137834, -16.815737], [-19.946655, -4.695046, -15.392883], [-17.648838, -4.741606, -15.127935], [-14.299740, -4.756676, -21.120347], [-13.941367, -4.899207, -19.724269], [-14.669977, -3.701541, -21.220608], [-14.983199, -5.521777, -21.480768], [-13.411448, -4.838683, -21.687571], [-13.652106, -4.016748, -19.426109], [-16.483000, -6.794727, -18.600568], [-15.338499, -7.215480, -19.427702], [-17.168841, -7.640973, -18.594495], [-17.010655, -5.965510, -18.991887], [-16.198907, -6.548872, -17.593221], [-14.838898, -6.489250, -19.774534], [-12.351268, -8.730338, -21.898779], [-12.548760, -7.453333, -21.340352], [-11.550370, -8.745394, -22.673061], [-13.282211, -9.211361, -22.156568], [-11.973619, -9.322986, -21.034549], [-12.752581, -7.638002, -20.401113], [-16.470370, -3.124504, -18.234701], [-15.503747, -2.238618, -17.745346], [-16.858163, -3.683019, -17.359982], [-16.066590, -3.833795, -18.966276], [-17.230344, -2.493160, -18.722306], [-15.854281, -1.798928, -16.998880], [-18.929931, -8.718302, -16.135265], [-17.791726, -8.072484, -15.700087], [-18.717865, -9.755703, -16.070523], [-19.237630, -8.428458, -17.136825], [-19.674097, -8.522995, -15.396760], [-17.908305, -7.119956, -15.512446]],
  "atomic_forces_ev_per_a": [[-4.508, -6.680, -1.747], [4.064, 5.760, 1.993], [2.249, 0.836, 1.232], [1.043, 3.530, 0.460], [0.439, -0.527, 0.234], [-0.517, -1.616, -0.817], [-1.853, -0.058, -0.374], [-0.707, -1.470, -0.531], [0.159, 0.518, -0.546], [0.120, 0.515, -0.830], [0.424, 0.010, -0.368], [-0.004, 0.483, 0.186], [-0.007, -0.213, 1.362], [-0.638, -1.323, 0.225], [-0.295, -1.197, 0.126], [-0.044, 0.053, 0.460], [0.277, 1.031, -0.448], [0.882, 0.047, -0.331], [-0.145, -0.551, 0.197], [-0.452, 0.502, 0.114], [-0.263, 0.115, 0.307], [0.400, 0.774, -0.037], [0.518, -0.139, -0.643], [0.415, -0.273, -0.686], [-0.754, 0.470, 1.424], [-0.321, -0.560, -0.312], [0.035, 1.962, 0.642], [-0.081, 0.331, -0.068], [-0.221, -1.113, -0.402], [-0.251, 0.107, 0.427], [0.920, -0.179, -0.809], [-0.183, -0.734, -0.064], [1.219, -1.347, -0.768], [-1.954, -0.704, 0.862], [0.159, -0.026, 0.123], [-0.371, 0.977, -0.797], [0.250, -0.106, 0.389], [0.101, 0.957, 0.251], [1.387, -1.041, 1.546], [-0.360, 0.886, 0.249], [-0.920, 0.241, 0.287], [-0.260, -0.047, -0.709], [0.032, -0.339, -0.908], [0.202, 0.371, -0.746], [-1.045, 0.134, 0.350], [1.950, -0.368, -1.093], [-0.341, -0.071, -0.771], [0.205, 0.333, 0.324], [-0.305, -0.697, 0.066], [-0.507, 0.720, 1.083], [-0.304, 0.429, 0.331], [1.687, 0.832, 0.148], [0.071, -1.109, -0.356], [-0.168, -0.023, -0.210], [-1.331, 0.055, 0.199], [-0.101, -0.468, -0.225]],
  "smiles": "NC(N)=O.CO.CO.CO.CO.CO.CO.CO.CO",
  "total_energy_ev": -31319.8830,
  "charge": 0,
  "e_above_lowest_ev": 2.264
}


2.
{
  "formula": "C9H18N3",
  "method": "ωB97M-V/def2-TZVPD",
  "symbols": ["C", "C", "C", "C", "C", "C", "C", "C", "C", "N", "N", "N", "H", "H", "H", "H", "H", "H", "H", "H", "H", "H", "H", "H", "H", "H", "H", "H", "H", "H"],
  "xyz": [[-2.033516, 0.350783, 0.184140], [0.307716, -0.222024, 0.272738], [-3.333905, 0.810714, 0.153523], [2.210432, 0.023380, -1.371228], [2.345933, -1.479456, 0.623197], [2.203414, 1.034191, 0.926333], [-0.696871, 2.300503, -0.506090], [-2.359622, -2.112660, -0.378432], [1.808252, -0.190990, 0.110288], [-0.392653, -1.240838, 0.539540], [-0.856919, 1.015223, 0.084943], [-1.723444, -1.132740, 0.499014], [-4.042257, 0.137550, 0.408164], [-3.387647, 1.861797, -0.056823], [3.378556, 0.117562, -1.398682], [1.865823, -0.790134, -2.084327], [1.734818, 0.889679, -1.594153], [2.132823, -2.407860, 0.010678], [2.055253, -1.612540, 1.700898], [3.408587, -1.453102, 0.700743], [3.215134, 1.157663, 0.981318], [1.962256, 0.938649, 2.015646], [1.808321, 1.950792, 0.528930], [-1.117512, 2.370104, -1.571538], [-1.206944, 3.092301, 0.059175], [0.315729, 2.641490, -0.562623], [-1.815233, -2.110988, -1.303634], [-2.365974, -2.993051, 0.144227], [-3.305990, -1.693835, -0.576055], [-2.114574, -1.252160, 1.460088]],
  "atomic_forces_ev_per_a": [[-2.448, 0.860, -0.074], [-4.216, 1.587, -1.197], [5.675, 0.491, -0.613], [2.181, -2.848, 0.647], [-0.155, -1.907, 1.571], [-1.456, -0.506, 1.575], [-1.321, 1.246, -1.763], [0.412, 1.898, -1.181], [-0.846, 0.642, -0.461], [4.241, -1.491, 0.276], [3.268, -3.654, 0.502], [-2.264, 3.538, 1.466], [-2.698, -1.449, 0.470], [-0.828, 0.138, 0.081], [-2.313, -0.077, -0.110], [0.487, 0.844, 1.055], [-0.921, 2.880, -1.541], [-0.230, 1.249, 0.728], [-0.109, -0.270, -1.042], [1.010, 0.379, -0.299], [2.980, 0.152, -0.373], [-0.432, 0.023, -0.891], [-0.326, 0.276, -0.040], [0.477, -0.367, 1.324], [-0.113, -0.371, 0.157], [0.624, -0.294, 0.057], [0.356, -0.353, -0.307], [-0.113, -2.421, 0.792], [-1.381, -0.047, -0.182], [0.461, -0.146, -0.625]],
  "smiles": "C=C1N(C)C(C(C)(C)C)=N[N@@H+]1C",
  "total_energy_ev": -14085.1518,
  "charge": 1,
  "e_above_lowest_ev": 3.345
}


3.
{
  "formula": "C15H30BN3O10P2S",
  "method": "ωB97M-V/def2-TZVPD",
  "symbols": ["C", "O", "B", "O", "C", "P", "O", "O", "O", "O", "S", "O", "O", "O", "C", "C", "C", "C", "C", "C", "C", "H", "H", "H", "H", "H", "H", "H", "H", "H", "H", "H", "H", "O", "P", "N", "C", "C", "N", "C", "C", "N", "C", "C", "H", "H", "H", "H", "H", "H", "H", "H", "H", "H", "H", "H", "H", "H", "H", "H", "H", "H"],
  "xyz": [[5.735401, -5.074722, 1.703027], [5.902802, -4.409861, 0.395577], [6.314599, -3.001066, 0.532188], [7.794661, -2.758633, 0.664107], [5.331917, -1.685930, 0.493737], [4.782407, -1.613519, -1.324550], [3.457017, -0.809359, -1.615899], [6.070426, -0.751109, -2.193388], [4.535273, -3.219778, -2.041430], [6.319390, -0.565850, 0.589362], [6.170060, 0.480112, 1.937197], [6.009827, 1.949275, 1.412060], [7.424601, 0.201908, 2.795744], [4.640810, -0.106956, 2.433777], [4.292306, -1.379058, 1.716498], [2.701683, -1.761413, 1.583041], [2.053281, -3.231573, 1.988791], [0.453089, -3.547728, 1.830954], [-0.548025, -2.373015, 1.205259], [0.017220, -0.883985, 0.787635], [1.627024, -0.615070, 1.011808], [6.260098, -6.122623, 1.616596], [4.576615, -5.225866, 1.866990], [6.214120, -4.361856, 2.507116], [8.181861, -2.848997, -0.267973], [5.578345, -0.176259, -2.856831], [3.951310, -3.735475, -1.411424], [4.652153, -2.170311, 2.534482], [2.814813, -4.047103, 2.409383], [-0.025950, -4.587516, 2.146873], [-1.689477, -2.629165, 1.066620], [-0.625543, -0.008392, 0.343873], [2.120708, 0.417333, 0.728784], [-2.253960, 2.120850, -1.256442], [-3.590990, 2.843238, -0.959712], [-3.903976, 1.934789, 0.407279], [-4.619189, 0.696612, 0.586664], [-3.163146, 2.302230, 1.609422], [-4.295195, 2.331593, -2.437368], [-5.334276, 1.342039, -2.638128], [-3.356273, 2.225199, -3.575002], [-5.128005, 3.673676, -0.618598], [-6.354834, 3.193640, -0.014862], [-5.316036, 4.906454, -1.375766], [-5.277865, 0.765262, 1.460245], [-3.939211, -0.151923, 0.732399], [-5.280147, 0.447518, -0.241571], [-3.648041, 3.151024, 2.101512], [-2.135867, 2.595171, 1.364057], [-3.092013, 1.486411, 2.337538], [-5.062055, 0.364423, -2.236559], [-5.545034, 1.179412, -3.702728], [-6.287238, 1.667389, -2.236132], [-2.825885, 1.268488, -3.568070], [-2.621343, 3.039725, -3.557268], [-3.878974, 2.323283, -4.535190], [-6.672812, 2.207109, -0.361436], [-7.199613, 3.862641, -0.212493], [-6.250641, 3.143741, 1.073396], [-5.789040, 4.709584, -2.342634], [-4.349503, 5.391327, -1.564765], [-5.923665, 5.632659, -0.827776]],
  "atomic_forces_ev_per_a": [[-0.198, -0.086, -0.030], [0.059, 2.865, 1.153], [2.694, -2.566, 0.458], [-3.250, -0.551, -2.369], [1.655, 1.320, 0.404], [-4.614, 3.059, -4.733], [4.349, -2.515, 1.542], [-2.780, -2.051, 1.194], [0.888, 2.584, 2.688], [-1.294, 0.938, 1.610], [2.741, 2.971, -1.562], [0.259, -6.308, 2.385], [-5.556, 0.645, -2.711], [1.502, -0.311, -2.132], [-0.323, -3.681, 2.395], [-4.891, 0.418, -0.979], [-1.408, 2.497, -0.989], [1.371, 3.974, -1.350], [3.659, 0.841, 0.480], [3.427, -3.335, 1.913], [-0.667, -3.073, 0.563], [-0.959, 2.223, 0.462], [2.419, 0.279, -0.061], [-0.953, -1.898, -1.099], [-0.525, 0.027, 1.948], [0.476, -1.053, 1.216], [0.864, 0.789, -0.820], [-0.850, 1.407, -1.750], [-2.046, 1.890, -0.955], [1.357, 2.525, -0.778], [2.615, 0.602, 0.333], [1.245, -2.059, 0.964], [-1.320, -2.293, 0.556], [1.170, 3.717, 0.640], [-3.495, -6.035, -1.059], [-0.522, -1.014, 2.341], [-0.132, -0.294, -0.401], [0.217, 0.497, -0.205], [0.817, 0.359, -2.359], [-0.688, 0.326, 0.113], [0.297, 0.299, 0.155], [1.643, 2.538, -0.986], [0.311, -0.401, 1.301], [0.155, 0.218, -0.238], [0.099, 0.006, 0.112], [-0.022, -0.073, 0.034], [0.194, 0.124, -0.065], [0.025, 0.088, 0.221], [-0.071, -0.048, 0.038], [-0.159, -0.003, -0.309], [-0.004, -0.138, 0.070], [0.328, 0.282, 0.113], [-0.148, -0.114, 0.333], [0.151, 0.020, -0.034], [-0.104, -0.382, 0.134], [-0.253, -0.064, 0.313], [0.241, 0.048, 0.010], [0.437, 0.205, -0.178], [-0.166, -0.109, 0.027], [-0.092, 0.050, -0.063], [-0.223, -0.111, -0.029], [0.049, -0.065, 0.025]],
  "smiles": "COB(O)[C@]1(P(=O)(O)O)OS(=O)(=O)O[C@H]1c1ccccc1.CN(C)P(=O)(N(C)C)N(C)C",
  "total_energy_ev": -71062.1001,
  "charge": 0
}


4.
{
  "formula": "H4O2",
  "method": "ωB97M-V/def2-TZVPD",
  "symbols": ["H", "H", "H", "H", "O", "O"],
  "xyz": [[0.048308, 0.505129, -0.081492], [0.758739, 1.441460, 0.993482], [-0.825233, -1.928705, 0.370563], [-0.555632, -1.503623, -0.993437], [0.405760, 1.423295, 0.063120], [-0.334032, -1.237578, -0.099260]],
  "atomic_forces_ev_per_a": [[0.584, 1.235, 0.606], [-0.629, -0.223, -1.539], [0.241, 0.421, 0.491], [0.254, 0.311, -0.609], [0.126, -0.701, 1.063], [-0.575, -1.043, -0.013]],
  "smiles": "O.O",
  "total_energy_ev": -4159.7794,
  "charge": 0,
  "e_above_lowest_ev": 0.159
}


5.
{
  "formula": "C6H13O2",
  "method": "ωB97M-V/def2-TZVPD",
  "symbols": ["O", "C", "C", "C", "H", "H", "H", "H", "H", "H", "C", "O", "C", "C", "H", "H", "H", "H", "H", "H", "H"],
  "xyz": [[-1.760618, 1.176809, 1.874803], [-2.201019, 1.473850, 0.793019], [-1.353937, 1.759190, -0.407834], [-1.837353, 0.859916, -1.545359], [-3.303533, 1.522096, 0.666611], [-0.298715, 1.513093, -0.207441], [-1.486166, 2.817711, -0.671199], [-1.634516, -0.164706, -1.239504], [-1.296072, 1.037553, -2.468993], [-2.916679, 0.950907, -1.715277], [2.077445, -0.326142, -0.411610], [0.933269, 0.134661, -0.970750], [1.931362, -1.704522, 0.262586], [0.996123, -1.648885, 1.453679], [2.516481, 0.352923, 0.369519], [2.909603, -0.436676, -1.144529], [2.919318, -2.086143, 0.563672], [1.535469, -2.385801, -0.501971], [0.675550, -2.635280, 1.805013], [0.117192, -1.057548, 1.190278], [1.476790, -1.153011, 2.305277]],
  "atomic_forces_ev_per_a": [[-0.191, -0.019, 0.330], [0.607, 0.135, 0.123], [-0.278, -0.004, -0.124], [-0.175, -0.209, 0.236], [-0.140, 0.020, -0.183], [-0.175, 0.023, -0.106], [0.014, 0.002, 0.038], [0.137, -0.096, -0.196], [0.078, 0.048, 0.005], [-0.012, 0.152, -0.094], [-0.149, 0.151, -0.253], [0.254, -0.116, 0.236], [0.094, -0.122, -0.162], [-0.098, 0.047, 0.279], [-0.059, 0.048, 0.104], [0.177, -0.058, -0.154], [-0.014, 0.011, 0.001], [-0.009, 0.019, 0.066], [-0.024, -0.016, -0.064], [-0.030, -0.059, -0.012], [-0.006, 0.042, -0.071]],
  "total_energy_ev": -10527.1694,
  "charge": -1,
  "e_above_lowest_ev": 2.535
}


| no. | orbital gap (Eh) |
| --- | --- |
| 1 | 0.3217 |
| 2 | 0.3396 |
| 3 | 0.2522 |
| 4 | 0.4098 |
| 5 | 0.2377 |